No. 1
Formula: C4H12N2
Source: the Open Molecules 2025 dataset
Level of theory: wB97M-V/def2-TZVPD

The geometry in ORCA input format:
```
! wB97M-V def2-TZVPD RIJCOSX def2/J DEFGRID3
* xyz 0 1
C 1.0832 -2.5487 -0.0611
N 0.9157 -1.3607 0.8903
C 1.5637 -0.2023 0.1716
H 1.8681 -3.0869 0.4684
H 1.1466 -2.3539 -1.2461
H 0.0731 -3.0661 -0.0660
H 1.3253 -1.6067 1.8209
H 0.7870 0.0853 -0.6027
H 1.7715 0.6145 0.8721
H 2.4753 -0.4381 -0.3373
C -1.7738 0.7914 -0.3334
C -1.4033 3.0071 -0.3245
N -1.1374 1.9101 -0.9340
H -1.2631 0.3502 0.6744
H -2.7146 1.0632 0.1823
H -1.7379 -0.0890 -0.9761
H -0.5824 3.7060 -0.2831
H -2.3972 3.2248 0.0844
*
```

Results
Kohn-Sham gap ... 0.3497 hartree
LUMO level ... 0.904 eV
SMILES string ... C=NC.CNC
Highest occupied orbital energy ... -8.61 eV

Here is what Löwdin gives for the atomic charges, in e: number 1, C, carries -0.15; number 2, N, carries -0.20; number 3, C, carries -0.17; number 4, H, carries 0.06; number 5, H, carries 0.12; number 6, H, carries 0.06; number 7, H, carries 0.09; number 8, H, carries 0.06; number 9, H, carries 0.07; number 10, H, carries 0.05; number 11, C, carries -0.22; number 12, C, carries -0.07; number 13, N, carries -0.09; number 14, H, carries 0.12; number 15, H, carries 0.06; number 16, H, carries 0.06; number 17, H, carries 0.06; number 18, H, carries 0.07


No. 2
Formula: C2H4N2S
Source: the Open Molecules 2025 dataset
Level of theory: wB97M-V/def2-TZVPD

The geometry in ORCA input format:
```
! wB97M-V def2-TZVPD RIJCOSX def2/J DEFGRID3
* xyz 0 1
C -0.1058 0.3194 0.6103
C -0.0506 0.3750 -0.9417
N 0.5489 -0.9264 0.5345
N 0.5313 -1.0686 -0.7911
S -1.7363 0.9626 -1.3920
H 0.5237 0.9321 1.2187
H -1.0475 0.0525 0.9916
H 0.6304 0.9741 -1.4363
H 0.7058 -1.6207 1.2059
*
```

Results
Kohn-Sham gap (spin up / spin down) ... 0.1947 / 0.1946 hartree
LUMO level (spin up / spin down) ... -1.976 / -1.977 eV
Highest occupied orbital energy (spin up / spin down) ... -7.27 / -7.27 eV

Here is what Löwdin gives for the atomic charges, in e: number 1, C, carries -0.24; number 2, C, carries -0.71; number 3, N, carries 0.04; number 4, N, carries 0.22; number 5, S, carries 0.31; number 6, H, carries 0.12; number 7, H, carries 0.08; number 8, H, carries 0.04; number 9, H, carries 0.14


No. 3
Formula: C13H14N2
Source: the Open Molecules 2025 dataset
Level of theory: wB97M-V/def2-TZVPD

The geometry in ORCA input format:
```
! wB97M-V def2-TZVPD RIJCOSX def2/J DEFGRID3
* xyz 0 1
C 2.6247 -1.0232 0.9196
C 4.1729 0.1119 0.0415
C 2.0870 -0.2814 -0.1027
C 0.0115 -1.4221 -0.7162
C -1.4670 -1.5835 -0.6020
C -1.9246 0.1304 1.1587
C 0.6492 -0.2480 -0.4195
C -2.3006 -0.9533 0.2528
C -0.9802 0.9412 0.7812
C 0.2336 1.8477 0.9467
C -0.0380 1.0290 -0.3224
C -3.7522 -1.3874 0.3982
C -0.3002 1.8503 -1.5695
N 3.9133 -0.7792 1.0049
N 3.0716 0.4960 -0.5852
H 2.1764 -1.9116 1.4257
H 5.1704 0.4392 -0.2221
H 0.4700 -2.4182 -0.7048
H -1.7845 -2.5069 -1.1062
H -2.4848 0.1314 2.0833
H 0.0656 2.8659 1.0400
H 1.0885 1.5454 1.6617
H -3.9798 -2.3863 0.2840
H -4.3501 -0.8840 -0.3204
H -4.0371 -0.9936 1.3616
H 0.5739 2.3422 -2.0627
H -1.0290 2.6236 -1.1016
H -0.9765 1.2257 -2.2639
H 3.0960 1.1987 -1.2606
*
```

Results
Kohn-Sham gap ... 0.3188 hartree
LUMO level ... 0.682 eV
SMILES string ... CC1=CC=C(c2cnc[nH]2)[C@]2(C)CC2=C1
Highest occupied orbital energy ... -7.99 eV

Here is what Löwdin gives for the atomic charges, in e: number 1, C, carries -0.14; number 2, C, carries -0.19; number 3, C, carries -0.25; number 4, C, carries 0.00; number 5, C, carries -0.04; number 6, C, carries 0.00; number 7, C, carries -0.14; number 8, C, carries -0.25; number 9, C, carries -0.12; number 10, C, carries 0.01; number 11, C, carries -0.45; number 12, C, carries -0.04; number 13, C, carries -0.01; number 14, N, carries 0.06; number 15, N, carries 0.13; number 16, H, carries 0.13; number 17, H, carries 0.12; number 18, H, carries 0.12; number 19, H, carries 0.11; number 20, H, carries 0.11; number 21, H, carries 0.07; number 22, H, carries 0.14; number 23, H, carries 0.05; number 24, H, carries 0.07; number 25, H, carries 0.07; number 26, H, carries 0.08; number 27, H, carries 0.11; number 28, H, carries 0.11; number 29, H, carries 0.14


No. 4
Formula: H18O9
Source: the Open Molecules 2025 dataset
Level of theory: wB97M-V/def2-TZVPD

The geometry in ORCA input format:
```
! wB97M-V def2-TZVPD RIJCOSX def2/J DEFGRID3
* xyz 0 1
O 1.6979 -0.5300 -4.0644
H 1.9636 -0.0901 -4.8789
H 1.1225 0.0067 -3.6066
O 0.2813 1.0332 -2.3718
H -0.5001 1.4783 -2.6479
H 0.8036 1.6704 -1.8560
O 0.4778 -0.2710 -0.0325
H 0.3151 -0.0319 -1.0022
H -0.1166 0.3403 0.4492
O -2.2651 -1.4777 2.9196
H -1.9833 -1.4282 1.9924
H -2.9205 -0.7329 2.8531
O -0.2954 0.5072 3.3972
H -0.7421 1.0289 2.6873
H -0.8930 -0.1669 3.5940
O -1.8516 -1.4624 0.3126
H -0.9451 -1.2024 0.1549
H -2.3492 -0.9382 -0.3392
O -1.3614 1.4379 0.9079
H -2.1637 1.1894 1.3475
H -1.4407 2.2737 0.5000
O 2.8346 1.3027 1.0451
H 2.3175 1.6252 1.7915
H 2.5430 0.4564 0.7126
O 2.1551 -1.9328 -1.5503
H 1.7272 -1.3550 -0.9198
H 1.5883 -2.7309 -1.3953
*
```

Results
Kohn-Sham gap ... 0.3597 hartree
LUMO level ... -0.871 eV
SMILES string ... O.O.O.O.O.O.O.O.O
Highest occupied orbital energy ... -10.66 eV

Here is what Löwdin gives for the atomic charges, in e: number 1, O, carries -0.03; number 2, H, carries 0.04; number 3, H, carries -0.08; number 4, O, carries -0.01; number 5, H, carries 0.07; number 6, H, carries 0.10; number 7, O, carries -0.11; number 8, H, carries 0.05; number 9, H, carries 0.01; number 10, O, carries -0.08; number 11, H, carries -0.03; number 12, H, carries 0.06; number 13, O, carries -0.05; number 14, H, carries 0.01; number 15, H, carries -0.04; number 16, O, carries -0.04; number 17, H, carries -0.01; number 18, H, carries 0.07; number 19, O, carries -0.01; number 20, H, carries 0.06; number 21, H, carries 0.07; number 22, O, carries -0.06; number 23, H, carries 0.03; number 24, H, carries 0.00; number 25, O, carries -0.06; number 26, H, carries -0.03; number 27, H, carries 0.07


No. 5
Formula: C24H56NO26P2S6
Source: the Open Molecules 2025 dataset
Level of theory: wB97M-V/def2-TZVPD

The geometry in ORCA input format:
```
! wB97M-V def2-TZVPD RIJCOSX def2/J DEFGRID3
* xyz -1 1
C 5.2234 3.5827 -0.5712
C 4.3774 3.1118 -1.7439
O 3.0450 2.8834 -1.2582
P 2.1160 1.7033 -1.8287
O 2.6871 1.0669 -3.0389
C 0.4953 2.4297 -2.0341
C -0.4458 2.3737 -0.8187
C -1.8836 2.7047 -1.2132
P -2.8467 1.1533 -1.9185
C -3.6673 -0.3877 -2.7488
C -3.6619 0.7873 -0.1667
C -4.4855 1.8439 0.5868
C -5.9563 1.4913 0.8347
C -6.0937 0.1590 1.5660
S -7.6751 -0.1191 2.2871
O -8.0381 0.9174 3.2131
O -7.7958 -1.4802 2.7211
O -8.5710 0.0702 0.9661
C -4.2791 2.3059 -2.5443
N -5.6640 1.7975 -2.4293
C -6.2695 1.3632 -3.6855
O 1.9563 0.6924 -0.6070
C 2.6115 -0.5880 -0.6229
C 4.1319 -0.4696 -0.5753
H 5.6205 2.7155 -0.0405
H 6.0495 4.2134 -0.8998
H 4.5881 4.1247 0.1270
H 4.7534 2.1878 -2.1844
H 4.3294 3.8725 -2.5283
H 0.0348 1.9126 -2.8793
H 0.6387 3.4803 -2.2989
H -0.3948 1.3797 -0.3681
H -0.0835 3.0875 -0.0675
H -1.8742 3.4294 -2.0381
H -2.3863 3.1997 -0.3762
H -2.1342 1.3909 -3.2185
H -1.7198 0.3004 -1.4900
H -3.0145 -1.2457 -2.5589
H -3.7218 -0.2383 -3.8323
H -4.6710 -0.6227 -2.3835
H -2.7892 0.5153 0.4373
H -4.2481 -0.1311 -0.2588
H -4.0471 2.0275 1.5778
H -4.4501 2.8138 0.0831
H -6.5150 1.4392 -0.0981
H -6.4118 2.2715 1.4536
H -5.3918 0.0573 2.3976
H -5.9517 -0.6878 0.8941
H -9.4972 0.1039 1.2370
H -4.0242 2.4872 -3.5988
H -4.2284 3.2821 -2.0518
H -6.2273 2.5520 -2.0604
H -6.8607 0.4512 -3.5473
H -5.4909 1.1289 -4.4108
H -6.9321 2.1209 -4.1247
H 2.2306 -1.0945 0.2630
H 2.2751 -1.1355 -1.5039
H 4.5647 -1.2004 0.1094
H 4.5705 -0.5917 -1.5659
H 4.3968 0.5215 -0.2114
C 3.4842 2.7771 4.7301
C 3.0305 3.3493 3.4001
O 4.2481 3.3938 2.6316
S 5.1556 2.1375 2.9858
O 4.8984 1.0876 2.0653
O 6.4807 2.5892 3.2254
O 4.4389 1.7717 4.3595
H 3.9817 3.5277 5.3466
H 2.6854 2.2935 5.2852
H 2.6415 4.3605 3.4719
H 2.3135 2.7009 2.8947
C 0.2623 -3.3223 4.1175
C 0.9910 -3.6188 2.8218
O 1.7102 -2.3933 2.5663
S 2.1619 -1.7158 3.9242
O 3.5132 -2.0591 4.2114
O 1.7639 -0.3532 3.8984
O 1.2220 -2.5606 4.8887
H -0.6194 -2.7033 3.9485
H 0.0015 -4.2136 4.6763
H 0.3324 -3.8008 1.9815
H 1.7038 -4.4382 2.9297
C 2.6053 5.0391 -5.1732
C 1.3268 5.0818 -5.9884
O 0.3608 5.5942 -5.0614
S 1.0354 6.6382 -4.0679
O 0.8088 7.9659 -4.5211
O 0.7148 6.2615 -2.7401
O 2.5509 6.2488 -4.3925
H 2.6281 4.1782 -4.5022
H 3.5060 5.0685 -5.7798
H 0.9930 4.1011 -6.3149
H 1.4053 5.7624 -6.8381
C 6.1550 -5.1317 1.9924
C 5.1127 -4.0625 1.7382
O 4.5856 -4.4127 0.4446
S 4.5547 -5.9909 0.2779
O 3.2728 -6.5058 0.6117
O 5.1580 -6.3247 -0.9620
O 5.5438 -6.3300 1.4854
H 7.0775 -4.9411 1.4422
H 6.3709 -5.2760 3.0471
H 5.5246 -3.0587 1.6921
H 4.3050 -4.0905 2.4700
C -1.7248 -8.6765 1.2524
C -3.0828 -8.0552 1.5244
O -2.7877 -7.0258 2.4849
S -1.3621 -6.3908 2.1800
O -1.4995 -5.2048 1.4140
O -0.6189 -6.3674 3.3927
O -0.8364 -7.5476 1.2289
H -1.4174 -9.3524 2.0512
H -1.6608 -9.1757 0.2901
H -3.7924 -8.7424 1.9751
H -3.5116 -7.5981 0.6321
*
```

Results
Kohn-Sham gap ... 0.1892 hartree
LUMO level ... 1.545 eV
Highest occupied orbital energy ... -3.60 eV

These are the Löwdin partial charges, in e, on atoms 1 to 99: number 1, C, carries -0.06; number 2, C, carries -0.27; number 3, O, carries -0.21; number 4, P, carries 0.50; number 5, O, carries -0.28; number 6, C, carries -0.22; number 7, C, carries -0.32; number 8, C, carries -0.34; number 9, P, carries 0.51; number 10, C, carries -0.29; number 11, C, carries -0.29; number 12, C, carries -0.26; number 13, C, carries -0.24; number 14, C, carries -0.25; number 15, S, carries 0.59; number 16, O, carries -0.30; number 17, O, carries -0.30; number 18, O, carries -0.16; number 19, C, carries -0.35; number 20, N, carries -0.17; number 21, C, carries -0.16; number 22, O, carries -0.21; number 23, C, carries -0.23; number 24, C, carries -0.06; number 25, H, carries 0.06; number 26, H, carries 0.08; number 27, H, carries 0.07; number 28, H, carries 0.10; number 29, H, carries 0.10; number 30, H, carries 0.08; number 31, H, carries 0.08; number 32, H, carries 0.07; number 33, H, carries 0.10; number 34, H, carries 0.06; number 35, H, carries 0.06; number 36, H, carries -0.02; number 37, H, carries -0.01; number 38, H, carries 0.01; number 39, H, carries 0.00; number 40, H, carries 0.00; number 41, H, carries 0.06; number 42, H, carries 0.04; number 43, H, carries 0.10; number 44, H, carries 0.08; number 45, H, carries 0.09; number 46, H, carries 0.11; number 47, H, carries 0.12; number 48, H, carries 0.11; number 49, H, carries 0.09; number 50, H, carries 0.06; number 51, H, carries 0.06; number 52, H, carries 0.08; number 53, H, carries 0.06; number 54, H, carries 0.06; number 55, H, carries 0.06; number 56, H, carries 0.10; number 57, H, carries 0.12; number 58, H, carries 0.06; number 59, H, carries 0.08; number 60, H, carries 0.05; number 61, C, carries -0.15; number 62, C, carries -0.14; number 63, O, carries -0.20; number 64, S, carries 0.58; number 65, O, carries -0.22; number 66, O, carries -0.22; number 67, O, carries -0.19; number 68, H, carries 0.13; number 69, H, carries 0.13; number 70, H, carries 0.14; number 71, H, carries 0.14; number 72, C, carries -0.14; number 73, C, carries -0.15; number 74, O, carries -0.20; number 75, S, carries 0.57; number 76, O, carries -0.23; number 77, O, carries -0.22; number 78, O, carries -0.19; number 79, H, carries 0.14; number 80, H, carries 0.12; number 81, H, carries 0.12; number 82, H, carries 0.13; number 83, C, carries -0.15; number 84, C, carries -0.15; number 85, O, carries -0.19; number 86, S, carries 0.58; number 87, O, carries -0.23; number 88, O, carries -0.21; number 89, O, carries -0.20; number 90, H, carries 0.12; number 91, H, carries 0.13; number 92, H, carries 0.14; number 93, H, carries 0.13; number 94, C, carries -0.15; number 95, C, carries -0.15; number 96, O, carries -0.19; number 97, S, carries 0.58; number 98, O, carries -0.23; number 99, O, carries -0.22


No. 6
Formula: C3H5ClS
Source: the Open Molecules 2025 dataset
Level of theory: wB97M-V/def2-TZVPD

The geometry in ORCA input format:
```
! wB97M-V def2-TZVPD RIJCOSX def2/J DEFGRID3
* xyz 0 1
C 1.2234 0.0977 0.8959
C -0.5994 -0.1660 -1.0660
C -0.2558 -0.2114 0.3458
S 2.2351 1.1238 0.2480
Cl -1.3489 0.9456 1.2364
H 1.3445 -0.4305 1.8021
H -0.6311 0.8631 -1.3245
H 0.0143 -0.5841 -1.7249
H -1.6729 -0.4489 -1.2873
H -0.3092 -1.1893 0.8744
*
```

Results
Kohn-Sham gap ... 0.3108 hartree
LUMO level ... -0.552 eV
SMILES string ... C[C@H](Cl)C=S
Highest occupied orbital energy ... -9.01 eV

Here is what Löwdin gives for the atomic charges, in e: number 1, C, carries -0.70; number 2, C, carries -0.17; number 3, C, carries -0.77; number 4, S, carries 0.73; number 5, Cl, carries 0.58; number 6, H, carries 0.03; number 7, H, carries 0.06; number 8, H, carries 0.03; number 9, H, carries 0.11; number 10, H, carries 0.09


| no. | maximum force (Eh/bohr) |
| --- | --- |
| 1 | 0.060 |
| 2 | 0.130 |
| 3 | 0.072 |
| 4 | 0.074 |
| 5 | 0.011 |
| 6 | 0.088 |